Entry 1:
Entry from the OMol25 dataset: a cluster of 3 separate species, C40H48BBrF9N2O5 in total at a distorted geometry (ωB97M-V/def2-TZVPD).

As for the net charge: +1. For the largest force on an atom, the calculation gives 7.064 eV Å⁻¹. The value obtained for the frontier orbital gap is 7.66 eV. The calculation puts the total energy at -5535.6836 Eh. The LUMO energy comes out at -4.1 eV.

Each line ends with the Löwdin charge.
Cartesian coordinates (Å):
Br 1.836 6.318 -0.850  0.68
F -1.191 -0.446 8.144  0.07
F -0.405 3.577 5.649  0.02
F 0.754 0.773 8.340  0.09
F -0.307 -1.749 5.676  0.08
F -1.608 2.169 7.323  0.07
F 0.999 -1.976 7.557  0.07
F 1.464 2.240 5.962  0.05
F -1.904 0.658 5.599  0.06
F 1.775 -0.639 5.849  0.08
O 9.659 -2.909 2.156  0.13
O 5.520 -0.218 0.212  0.07
O 3.329 0.344 2.284  0.09
O -8.237 -6.822 -6.352  0.12
O -6.160 -2.985 -3.333  0.06
N 1.502 -1.187 1.441  -0.11
N 1.445 1.301 0.715  0.14
C -0.533 -3.111 -3.042  -0.21
C -0.140 0.187 7.351  -0.15
C 0.124 1.745 3.958  -0.05
C 0.216 2.320 -3.139  -0.13
C -0.883 1.284 6.430  -0.16
C 7.448 -2.171 2.471  0.04
C 7.734 -0.957 -0.100  0.02
C 0.504 -1.010 -1.909  -0.18
C 6.473 -0.836 0.660  -0.38
C 2.455 -2.233 1.936  -0.08
C 0.515 2.350 -1.563  -0.01
C 8.774 -1.635 0.388  0.03
C -2.571 1.358 -3.299  0.08
C 1.213 2.627 3.098  -0.08
C 6.408 -1.493 1.982  0.02
C -7.144 -4.741 -6.261  0.03
C 0.252 6.062 -2.033  -0.68
C 1.784 -0.049 -1.640  -0.12
C -3.244 -2.996 -3.172  -0.25
C -1.354 1.890 -3.291  -0.09
C -6.637 -3.867 -4.027  -0.38
C -7.777 -6.032 -4.184  0.03
C 8.710 -2.293 1.711  -0.38
C 0.160 -1.261 2.111  -0.08
C -7.761 -5.942 -5.659  -0.38
C -0.725 4.843 -1.613  -0.17
C 0.984 2.486 1.493  0.00
C 0.582 -1.011 6.547  -0.25
C -0.005 3.657 -0.786  -0.03
C 0.229 3.701 0.799  -0.06
C 0.778 -2.141 -3.057  -0.18
C -0.345 4.995 1.560  -0.21
C -3.484 -2.442 -1.647  -0.12
C 1.269 1.188 -0.755  0.01
C -7.254 -5.068 -3.425  0.03
C -1.833 -2.433 -3.749  -0.22
C -1.641 4.481 2.434  -0.09
C 0.092 2.203 5.528  -0.24
C 0.797 6.005 -3.551  -0.18
C -6.621 -3.777 -5.502  0.02
B 2.118 0.173 1.514  -0.56
H -4.093 -2.515 -3.810  0.09
H 2.178 0.404 -2.642  0.13
H 7.416 -2.659 3.437  0.13
H 0.579 0.669 3.982  0.11
H -0.537 -0.374 1.823  0.11
H -1.778 -2.739 -4.871  0.11
H -7.142 -4.691 -7.342  0.13
H 1.599 5.158 -3.588  0.07
H -1.408 4.497 3.561  0.07
H -1.281 4.497 -2.557  0.11
H 2.310 2.380 3.413  0.13
H -4.619 -2.410 -1.383  0.07
H 5.476 -1.393 2.525  0.10
H -0.918 1.724 3.476  0.13
H -6.164 -2.891 -5.927  0.12
H 0.337 -1.328 3.255  0.08
H 2.082 -3.290 1.673  0.11
H 0.004 5.729 -4.340  0.09
H -0.335 -4.155 -3.484  0.12
H -1.871 -1.280 -3.626  0.08
H -0.468 -0.449 -2.157  0.09
H -3.705 1.134 -3.261  0.07
H 3.459 -2.062 1.364  0.10
H 1.371 6.967 -3.878  0.10
H 0.318 -1.594 -0.920  0.11
H 7.765 -0.469 -1.067  0.12
H 0.442 5.376 2.333  0.12
H 0.845 -1.698 -4.122  0.12
H -0.818 -3.228 -1.916  0.09
H -0.582 5.892 0.885  0.09
H -1.541 5.304 -0.915  0.13
H 0.324 3.332 -3.670  0.09
H -0.377 7.042 -1.951  0.11
H -2.584 5.113 2.249  0.09
H -7.256 -5.118 -2.344  0.12
H -3.038 -1.374 -1.628  0.06
H 2.669 -0.637 -1.204  0.12
H 1.707 -2.764 -2.755  0.12
H 3.914 1.043 1.869  0.13
H 9.705 -1.735 -0.155  0.13
H -2.889 -3.115 -0.917  0.07
H -3.366 -4.139 -3.261  0.11
H -0.346 -2.240 1.758  0.11
H -8.234 -6.918 -3.759  0.13
H 1.052 3.722 3.471  0.12
H 2.718 -2.144 3.059  0.11
H -1.861 3.379 2.120  0.08
H 0.805 1.544 -3.743  0.11

Entry 2:
Entry from the OMol25 dataset: a structure of composition C20H24BBrN3O2Pd (ωB97M-V/def2-TZVPD).

As for the net charge: +1. The calculation puts the energy relative to the best compared isomer or geometry (same formula, charge and spin) at 0.0 kcal/mol. For the largest force on an atom, the calculation gives 0.677 eV Å⁻¹. The value obtained for the frontier orbital gap is 8.62 eV. The calculation puts the total energy at -3817.9574 Eh. The LUMO energy comes out at -3.0 eV.

Each line ends with the natural charge from an NBO analysis.
Cartesian coordinates (Å):
Pd -0.031 -0.369 -0.866  0.49
Br -2.407 -6.405 -2.616  0.14
O -0.476 1.069 1.570  -0.78
O -1.311 -1.049 1.837  -0.77
N 1.782 0.050 -2.248  -0.51
N -0.104 1.731 -1.132  -0.84
N -0.825 -2.285 -1.176  -0.47
C -0.696 -2.672 -2.454  0.06
C 4.026 0.998 -3.603  -0.09
C 2.747 -0.756 -2.617  0.09
C -2.492 -0.877 3.945  -0.63
C -2.531 1.702 2.628  -0.64
C 0.002 -0.999 3.843  -0.64
C 1.080 3.625 -2.167  -0.22
C -1.769 -4.744 -2.035  -0.04
C 3.902 -0.326 -3.301  -0.26
C -0.361 1.876 3.854  -0.63
C -1.170 1.066 2.865  0.25
C 2.154 4.140 -2.927  -0.19
C -1.902 -4.364 -0.711  -0.26
C -1.255 -0.455 3.183  0.24
C -1.415 -3.130 -0.321  0.06
C 3.030 1.909 -3.182  -0.09
C 1.929 1.390 -2.477  0.12
C 0.970 2.287 -1.933  0.19
C -1.155 -3.882 -2.929  -0.27
C 3.115 3.304 -3.414  -0.16
B -0.723 -0.156 0.995  0.97
H -2.470 -1.954 4.111  0.23
H -2.388 2.707 2.229  0.22
H -1.000 1.921 -1.570  0.41
H 3.958 3.694 -3.970  0.23
H -0.131 2.130 -0.194  0.44
H -0.807 1.813 4.848  0.22
H 4.890 1.368 -4.141  0.23
H 2.609 -1.808 -2.394  0.21
H -2.517 -0.387 4.920  0.22
H -3.120 1.125 1.914  0.22
H 0.077 -0.663 4.877  0.23
H 0.343 4.304 -1.754  0.23
H 2.218 5.205 -3.099  0.24
H -1.030 -4.143 -3.970  0.25
H -3.403 -0.629 3.406  0.23
H -0.206 -1.973 -3.122  0.21
H 4.656 -1.045 -3.584  0.24
H 0.669 1.529 3.910  0.23
H -0.039 -2.088 3.838  0.23
H -3.094 1.784 3.557  0.23
H -2.374 -5.010 0.015  0.25
H -1.499 -2.796 0.701  0.25
H -0.355 2.923 3.554  0.22
H 0.899 -0.685 3.308  0.22

Entry 3:
Entry from the OMol25 dataset: a structure of composition C3H5O4Sc at a distorted geometry (ωB97M-V/def2-TZVPD).

As for the net charge: +1. The calculation puts the energy relative to the best compared isomer or geometry (same formula, charge and spin) at 26.3 kcal/mol. For the largest force on an atom, the calculation gives 3.515 eV Å⁻¹. The expectation value of S² is 0.751. The value obtained for the frontier orbital gap (spin up / spin down) is 7.21 / 8.00 eV. The calculation puts the total energy at -1178.6756 Eh. The LUMO energy (spin up / spin down) comes out at -5.8 / -5.9 eV. The spin multiplicity is 2.

Each line ends with the natural charge from an NBO analysis.
Cartesian coordinates (Å):
Sc 3.645 -0.188 0.101  1.70
O 1.916 0.064 1.326  -0.78
O 1.628 -0.443 -0.806  -0.92
O 0.022 -1.052 0.768  -0.48
O 0.054 1.233 -0.429  -0.71
C -1.191 -0.717 0.087  -0.10
C -1.238 0.796 -0.060  -0.10
C 1.080 -0.281 0.429  1.02
H -2.008 -1.083 0.719  0.23
H 0.748 0.553 -1.294  0.55
H -1.515 1.243 0.910  0.20
H -1.944 1.079 -0.851  0.21
H -1.196 -1.202 -0.900  0.19

Entry 4:
Entry from the OMol25 dataset: a cluster of 2 separate species, C4H9NO2 in total at a distorted geometry (ωB97M-V/def2-TZVPD).

The calculation puts the energy relative to the best compared isomer or geometry (same formula, charge and spin) at 190.0 kcal/mol. For the largest force on an atom, the calculation gives 4.336 eV Å⁻¹. The value obtained for the frontier orbital gap is 5.99 eV. The calculation puts the total energy at -362.7827 Eh. The LUMO energy comes out at -2.6 eV.

Each line ends with the natural charge from an NBO analysis.
Cartesian coordinates (Å):
O -2.393 -0.548 -0.157  -0.58
O 1.109 1.273 0.550  -0.51
N 2.044 -0.807 0.214  -0.82
C -0.176 -0.280 -0.804  -0.07
C -1.304 0.170 0.076  -0.07
C 1.210 0.240 -0.157  0.52
C 0.656 0.681 -1.626  -0.37
H -1.414 1.276 -0.219  0.19
H -0.220 -1.304 -1.083  0.25
H -2.765 -0.154 2.820  0.01
H 2.907 -1.002 -0.281  0.41
H 0.181 1.703 -1.720  0.27
H -2.149 -0.588 2.650  -0.01
H -0.858 0.029 1.030  0.14
H 2.130 -0.839 1.220  0.41
H 1.042 0.150 -2.513  0.24